No. 1
Density functional theory data (ωB97M-V/def2-TZVPD) for 2 unconnected molecules or ions with the total composition H3N4O at a distorted geometry.

ORCA input file:
```
! wB97M-V def2-TZVPD RIJCOSX def2/J DEFGRID3
* xyz -1 1
O -3.012 0.508 -0.510
N 2.182 0.060 -0.209
N -1.340 -1.108 -0.059
N -2.005 -0.002 -0.023
N -1.095 0.394 0.711
H 2.282 -0.036 0.827
H 1.534 0.946 -0.272
H 1.454 -0.764 -0.465
*
```

As for the gap between HOMO and LUMO: 7.31 eV. The calculation puts the energy relative to the best compared isomer or geometry (same formula, charge and spin) at 149.7 kJ/mol.

These are the Mulliken partial charges, in e, on atoms 1 to 2: O -0.847; N -0.781

No. 2
Density functional theory data (ωB97M-V/def2-TZVPD) for 2 unconnected molecules or ions with the total composition H3N4P at a distorted geometry.

ORCA input file:
```
! wB97M-V def2-TZVPD RIJCOSX def2/J DEFGRID3
* xyz 0 1
P -0.689 1.719 0.180
N 0.271 1.735 -0.965
N -0.908 -1.384 0.318
N 1.112 1.717 -1.805
N -0.546 -1.908 1.347
H -0.794 -1.645 2.263
H 0.377 -2.657 1.274
H 1.177 2.423 -2.612
*
```

As for the gap between HOMO and LUMO: 7.97 eV. The calculation puts the energy relative to the best compared isomer or geometry (same formula, charge and spin) at 101.8 kJ/mol.

These are the Mulliken partial charges, in e, on atoms 1 to 2: P -0.211; N 0.498

No. 3
Density functional theory data (ωB97M-V/def2-TZVPD) for a single H3N5 molecule at a distorted geometry.

ORCA input file:
```
! wB97M-V def2-TZVPD RIJCOSX def2/J DEFGRID3
* xyz 0 1
N 2.215 -0.017 0.337
N 1.109 -0.130 -0.223
N 0.170 -0.888 0.164
N -1.833 0.326 0.249
N -1.094 -0.691 -0.004
H -1.279 1.172 0.382
H -1.622 -1.557 -0.143
H 2.860 0.486 -0.277
*
```

As for the gap between HOMO and LUMO (alpha / beta): 8.01 / 7.96 eV. The calculation puts the energy relative to the best compared isomer or geometry (same formula, charge and spin) at 63.3 kJ/mol.

These are the Mulliken partial charges, in e, on atoms 1 to 2: N -0.474; N 0.070

No. 4
Density functional theory data (ωB97M-V/def2-TZVPD) for a single H3N5 molecule at a distorted geometry.

ORCA input file:
```
! wB97M-V def2-TZVPD RIJCOSX def2/J DEFGRID3
* xyz 0 1
N -1.182 0.675 -0.009
N -1.197 -0.531 -0.019
N -0.127 -1.231 0.135
N 0.217 1.136 -0.017
N 1.044 0.045 0.176
H 1.055 -0.143 1.190
H -0.113 -1.777 -0.718
H 0.302 1.826 -0.738
*
```

As for the gap between HOMO and LUMO: 10.66 eV. The SMILES is N1=NNNN1. The calculation puts the energy relative to the best compared isomer or geometry (same formula, charge and spin) at 22.5 kJ/mol.

These are the Mulliken partial charges, in e, on atoms 1 to 2: N -0.208; N -0.004

No. 5
Density functional theory data (ωB97M-V/def2-TZVPD) for a single H3N5O2 molecule at a distorted geometry.

ORCA input file:
```
! wB97M-V def2-TZVPD RIJCOSX def2/J DEFGRID3
* xyz 0 3
O -2.738 -1.062 0.835
O -1.258 2.938 0.420
N -0.102 1.217 -0.231
N 0.452 -0.016 0.150
N -0.583 1.978 0.699
N -0.573 -0.869 0.475
N -1.804 -0.348 0.454
H -0.227 -1.856 0.843
H -0.477 1.046 -1.263
H 0.939 0.180 1.022
*
```

As for the gap between HOMO and LUMO (alpha / beta): 8.10 / 7.63 eV.

These are the Mulliken partial charges, in e, on atoms 1 to 2: O -0.548; O -0.364

No. 6
Density functional theory data (ωB97M-V/def2-TZVPD) for a single H3NO molecule at a distorted geometry.

ORCA input file:
```
! wB97M-V def2-TZVPD RIJCOSX def2/J DEFGRID3
* xyz 0 1
O 0.895 -0.112 -0.346
N -0.520 -0.098 -0.334
H -0.787 -0.892 0.281
H -0.949 0.865 -0.072
H 1.362 0.236 0.472
*
```

As for the gap between HOMO and LUMO: 10.62 eV. The SMILES is NO. The calculation puts the energy relative to the best compared isomer or geometry (same formula, charge and spin) at 26.2 kJ/mol.

These are the Mulliken partial charges, in e, on atoms 1 to 2: O -0.406; N -0.394

No. 7
Density functional theory data (ωB97M-V/def2-TZVPD) for 2 unconnected molecules or ions with the total composition H3NO2S at a distorted geometry.

ORCA input file:
```
! wB97M-V def2-TZVPD RIJCOSX def2/J DEFGRID3
* xyz 0 1
S -1.591 -0.470 0.139
O -2.681 0.712 -0.074
O 0.879 0.426 -0.090
N 1.807 -0.441 -0.217
H 2.311 -0.738 0.612
H 2.186 -0.610 -1.140
H -2.912 1.120 0.771
*
```

As for the gap between HOMO and LUMO: 5.98 eV. The calculation puts the energy relative to the best compared isomer or geometry (same formula, charge and spin) at 470.1 kJ/mol.

These are the Mulliken partial charges, in e, on atoms 1 to 2: S 0.046; O -0.415

No. 8
Density functional theory data (ωB97M-V/def2-TZVPD) for a molecular structure, H3NO2S at a distorted geometry.

ORCA input file:
```
! wB97M-V def2-TZVPD RIJCOSX def2/J DEFGRID3
* xyz 0 1
S -1.311 -0.067 -0.385
O -1.466 -1.009 0.670
O -1.903 1.211 0.011
N 0.996 -0.022 -0.115
H 1.058 0.966 0.126
H 1.752 -0.288 -0.832
H 0.873 -0.791 0.525
*
```

As for the gap between HOMO and LUMO: 10.44 eV. The calculation puts the energy relative to the best compared isomer or geometry (same formula, charge and spin) at 42.6 kJ/mol.

These are the Mulliken partial charges, in e, on atoms 1 to 2: S 0.767; O -0.468

No. 9
Density functional theory data (ωB97M-V/def2-TZVPD) for 2 unconnected molecules or ions with the total composition H3NO2S at a distorted geometry.

ORCA input file:
```
! wB97M-V def2-TZVPD RIJCOSX def2/J DEFGRID3
* xyz 0 1
S -0.426 -0.324 -0.426
O -1.769 -0.115 -0.779
O 0.612 -0.691 -1.410
N 0.422 0.963 0.374
H 1.397 0.747 0.465
H 0.132 1.485 1.179
H -0.368 -2.066 0.596
*
```

As for the gap between HOMO and LUMO (alpha / beta): 9.26 / 9.26 eV. The calculation puts the energy relative to the best compared isomer or geometry (same formula, charge and spin) at 307.4 kJ/mol.

These are the Mulliken partial charges, in e, on atoms 1 to 2: S 0.690; O -0.411

No. 10
Density functional theory data (ωB97M-V/def2-TZVPD) for a single H3NO2S molecule at a distorted geometry.

ORCA input file:
```
! wB97M-V def2-TZVPD RIJCOSX def2/J DEFGRID3
* xyz 0 1
S 0.527 -1.150 0.326
O 0.976 0.178 -0.562
O -0.225 -0.479 1.598
N -0.035 0.811 -1.276
H 0.093 -0.564 2.604
H -0.497 0.224 -2.062
H -0.838 0.980 -0.628
*
```

As for the gap between HOMO and LUMO: 9.26 eV. The SMILES is NOSO. The calculation puts the energy relative to the best compared isomer or geometry (same formula, charge and spin) at 283.8 kJ/mol.

These are the Mulliken partial charges, in e, on atoms 1 to 2: S 0.215; O -0.218

No. 11
Density functional theory data (ωB97M-V/def2-TZVPD) for 2 unconnected molecules or ions with the total composition H3NO2S at a distorted geometry.

ORCA input file:
```
! wB97M-V def2-TZVPD RIJCOSX def2/J DEFGRID3
* xyz 0 1
S 0.396 1.401 -0.114
O -0.588 2.500 0.015
O 0.711 -1.904 0.229
N -0.112 -1.121 -0.279
H 0.604 1.161 1.173
H -0.026 -0.836 -1.221
H -0.986 -1.201 0.197
*
```

As for the gap between HOMO and LUMO (alpha / beta): 9.05 / 8.24 eV. The calculation puts the energy relative to the best compared isomer or geometry (same formula, charge and spin) at 403.2 kJ/mol.

These are the Mulliken partial charges, in e, on atoms 1 to 2: S 0.260; O -0.439

No. 12
Density functional theory data (ωB97M-V/def2-TZVPD) for a single H3NO2Si molecule at a distorted geometry.

ORCA input file:
```
! wB97M-V def2-TZVPD RIJCOSX def2/J DEFGRID3
* xyz 0 1
Si 0.022 0.599 -0.497
O -1.050 -1.157 1.101
O 1.055 -1.202 1.112
N 0.013 -0.877 0.598
H -1.397 0.498 -0.787
H 0.817 0.350 -1.814
H 0.540 1.791 0.287
*
```

As for the gap between HOMO and LUMO: 10.87 eV. The SMILES is O=[N+]([O-])[SiH3]. The calculation puts the energy relative to the best compared isomer or geometry (same formula, charge and spin) at 49.6 kJ/mol.

These are the Mulliken partial charges, in e, on atoms 1 to 2: Si 0.403; O -0.499

No. 13
Density functional theory data (ωB97M-V/def2-TZVPD) for 2 unconnected molecules or ions with the total composition H3NO2Si at a distorted geometry.

ORCA input file:
```
! wB97M-V def2-TZVPD RIJCOSX def2/J DEFGRID3
* xyz 0 1
Si 0.177 0.462 -0.528
O 2.493 1.548 0.233
O 0.768 2.802 0.396
N 1.320 1.758 0.114
H 0.666 -0.729 -1.453
H 1.206 -0.613 1.672
H -1.101 1.188 -0.786
*
```

As for the gap between HOMO and LUMO (alpha / beta): 8.92 / 7.74 eV. The calculation puts the energy relative to the best compared isomer or geometry (same formula, charge and spin) at 398.8 kJ/mol.

These are the Mulliken partial charges, in e, on atoms 1 to 2: Si 0.205; O -0.508

No. 14
Density functional theory data (ωB97M-V/def2-TZVPD) for 2 unconnected molecules or ions with the total composition H3NO3 at a distorted geometry.

ORCA input file:
```
! wB97M-V def2-TZVPD RIJCOSX def2/J DEFGRID3
* xyz 0 1
O -0.174 0.128 -1.885
O -0.661 1.450 -1.957
O 1.038 -1.086 2.381
N -0.058 -0.729 2.005
H -1.148 1.331 -1.131
H 0.126 0.248 1.536
H -0.196 -0.406 -2.749
*
```

As for the gap between HOMO and LUMO: 9.38 eV. The SMILES is N=O.OO. The calculation puts the energy relative to the best compared isomer or geometry (same formula, charge and spin) at 330.2 kJ/mol.

These are the Mulliken partial charges, in e, on atoms 1 to 2: O -0.391; O -0.286

No. 15
Density functional theory data (ωB97M-V/def2-TZVPD) for 2 unconnected molecules or ions with the total composition H3NO3 at a distorted geometry.

ORCA input file:
```
! wB97M-V def2-TZVPD RIJCOSX def2/J DEFGRID3
* xyz 0 1
O -0.474 -0.979 -0.167
O 0.088 -1.397 -1.360
O 0.885 2.238 0.915
N -0.258 1.790 0.836
H -0.512 -1.724 0.575
H -0.428 0.754 0.846
H 0.700 -0.681 -1.646
*
```

As for the gap between HOMO and LUMO: 8.88 eV. The SMILES is N=O.OO. The calculation puts the energy relative to the best compared isomer or geometry (same formula, charge and spin) at 347.9 kJ/mol.

These are the Mulliken partial charges, in e, on atoms 1 to 2: O -0.399; O -0.328

No. 16
Density functional theory data (ωB97M-V/def2-TZVPD) for a molecular structure, H3NO3PS at a distorted geometry.

ORCA input file:
```
! wB97M-V def2-TZVPD RIJCOSX def2/J DEFGRID3
* xyz -1 1
S 1.249 0.535 0.324
P -1.513 -0.094 -0.403
O 1.361 -0.791 0.910
O 1.709 0.594 -1.095
O -0.339 -0.966 -1.232
N -0.442 0.760 0.618
H -0.681 1.694 1.066
H 0.419 -0.552 -0.832
H -1.763 -1.179 0.644
*
```

As for the gap between HOMO and LUMO: 7.37 eV. The calculation puts the energy relative to the best compared isomer or geometry (same formula, charge and spin) at 165.4 kJ/mol.

These are the Mulliken partial charges, in e, on atoms 1 to 2: S 0.199; P 0.018

No. 17
Density functional theory data (ωB97M-V/def2-TZVPD) for a molecular structure, H3NO3PS at a distorted geometry.

ORCA input file:
```
! wB97M-V def2-TZVPD RIJCOSX def2/J DEFGRID3
* xyz -1 1
S -1.146 1.497 -0.969
P 0.895 0.106 0.327
O -1.446 2.147 0.275
O 0.905 1.059 -0.923
O -1.983 0.232 -0.964
N 2.046 -0.921 -0.062
H -1.197 -1.975 1.709
H -0.374 -1.605 1.551
H 2.299 -0.540 -0.945
*
```

As for the gap between HOMO and LUMO: 8.93 eV. The calculation puts the energy relative to the best compared isomer or geometry (same formula, charge and spin) at 162.4 kJ/mol.

These are the Mulliken partial charges, in e, on atoms 1 to 2: S 0.597; P 0.401

No. 18
Density functional theory data (ωB97M-V/def2-TZVPD) for a gas-phase ion, H3NO3PS (charge -1) at a distorted geometry.

ORCA input file:
```
! wB97M-V def2-TZVPD RIJCOSX def2/J DEFGRID3
* xyz -1 1
S 0.989 0.234 -0.560
P -0.043 -1.181 0.670
O 0.164 1.534 -0.073
O 2.395 0.209 -0.185
O 0.783 -0.203 -1.943
N -1.421 -0.271 0.362
H 0.204 -0.435 1.808
H -2.171 -0.556 -0.221
H -0.901 0.671 0.142
*
```

As for the gap between HOMO and LUMO: 8.92 eV. The SMILES is NPS(=O)(=O)[O-]. The calculation puts the energy relative to the best compared isomer or geometry (same formula, charge and spin) at 91.8 kJ/mol.

These are the Mulliken partial charges, in e, on atoms 1 to 2: S 0.849; P -0.050

No. 19
Density functional theory data (ωB97M-V/def2-TZVPD) for 2 unconnected molecules or ions with the total composition H3NOP2 at a distorted geometry.

ORCA input file:
```
! wB97M-V def2-TZVPD RIJCOSX def2/J DEFGRID3
* xyz 0 1
P 0.148 -0.552 0.577
P 0.338 0.187 -1.379
O -2.289 -0.179 1.482
N -1.374 -0.325 0.724
H 2.625 -1.351 1.014
H -0.737 1.046 -1.501
H 1.288 1.174 -0.916
*
```

As for the gap between HOMO and LUMO (alpha / beta): 7.73 / 8.22 eV. The calculation puts the energy relative to the best compared isomer or geometry (same formula, charge and spin) at 304.3 kJ/mol.

These are the Mulliken partial charges, in e, on atoms 1 to 2: P 0.060; P -0.137

No. 20
Density functional theory data (ωB97M-V/def2-TZVPD) for 2 unconnected molecules or ions with the total composition H3NOPS at a distorted geometry.

ORCA input file:
```
! wB97M-V def2-TZVPD RIJCOSX def2/J DEFGRID3
* xyz -1 1
S 0.099 0.097 2.704
P 0.596 0.780 -1.767
O 0.201 -0.568 -2.311
N -0.121 -0.098 0.991
H -0.623 1.215 -1.105
H -0.852 -0.852 0.907
H 0.700 -0.573 0.582
*
```

As for the gap between HOMO and LUMO (alpha / beta): 4.79 / 4.78 eV. The calculation puts the energy relative to the best compared isomer or geometry (same formula, charge and spin) at 126.5 kJ/mol.

These are the Mulliken partial charges, in e, on atoms 1 to 2: S -0.730; P 0.276